Entry from the OMol25 dataset: a structure of composition C39H54N5O2S2Si4TeTl (ωB97M-V with the def2-TZVPD basis set).

## Properties
HOMO   -1.76 eV
Charge   -2
Orbital gap   0.210 Eh
Calculated total energy   -118039.9274 eV

Positions of all 108 atoms, in Å:
Tl1 1.576 -0.977 -1.403
C1 -2.717 -0.579 -1.995
C2 -1.734 -1.240 -2.918
C3 -1.402 -2.582 -2.776
C4 -0.413 -3.157 -3.563
C5 0.252 -2.395 -4.510
C6 -0.086 -1.059 -4.674
C7 -1.075 -0.489 -3.888
H1 -3.393 0.088 -2.533
H2 -2.161 0.026 -1.272
H3 -3.306 -1.312 -1.442
H4 -1.905 -3.183 -2.027
H5 -0.142 -4.195 -3.415
H6 1.038 -2.833 -5.112
H7 0.454 -0.453 -5.390
H8 -1.316 0.562 -4.002
C8 6.329 0.710 -5.040
S1 6.567 -0.708 -3.927
C9 4.994 -0.669 -3.013
S2 3.542 -0.578 -3.870
N1 5.224 -0.814 -1.743
N2 4.189 -0.719 -0.880
C10 4.400 -1.183 0.295
C11 3.419 -0.993 1.353
C12 3.659 -1.502 2.635
C13 2.719 -1.305 3.626
C14 1.565 -0.588 3.329
C15 1.402 -0.125 2.033
N3 2.292 -0.318 1.072
H9 6.849 0.511 -5.975
H10 5.259 0.803 -5.215
H11 6.727 1.606 -4.567
H12 5.304 -1.743 0.526
H13 4.560 -2.076 2.815
H14 2.878 -1.705 4.621
H15 0.809 -0.412 4.082
H16 0.512 0.428 1.743
O1 4.202 -4.491 0.497
C16 3.035 -4.259 0.761
N4 2.358 -4.956 1.775
C17 0.944 -4.670 1.732
C18 0.990 -3.442 0.751
O2 0.000 -2.740 0.527
N5 2.205 -3.318 0.215
C19 0.373 -4.330 3.101
C20 0.936 -4.899 4.241
C21 0.459 -4.592 5.506
C22 -0.599 -3.706 5.653
C23 -1.177 -3.148 4.522
C24 -0.705 -3.462 3.256
C25 0.132 -5.812 1.108
C26 0.452 -7.135 1.403
C27 -0.245 -8.184 0.824
C28 -1.278 -7.928 -0.064
C29 -1.618 -6.614 -0.350
C30 -0.926 -5.564 0.237
H17 2.728 -5.847 2.051
H18 1.768 -5.584 4.140
H19 0.926 -5.035 6.378
H20 -0.968 -3.453 6.640
H21 -1.995 -2.445 4.628
H22 -1.142 -3.008 2.377
H23 1.247 -7.357 2.105
H24 0.025 -9.205 1.070
H25 -1.824 -8.746 -0.519
H26 -2.425 -6.402 -1.042
H27 -1.189 -4.539 0.016
C31 1.026 6.553 -0.929
Si1 0.010 5.675 0.415
C32 1.241 5.076 1.732
C33 -0.975 7.073 1.273
Si2 -1.091 3.818 -0.516
Te1 0.577 2.308 -1.458
Si3 -2.501 4.638 -2.209
C34 -3.959 3.465 -2.568
C35 -1.542 4.785 -3.839
C36 -3.306 6.354 -1.966
Si4 -2.591 3.184 1.170
C37 -3.935 4.519 1.420
C38 -1.783 2.958 2.879
C39 -3.546 1.561 0.902
H28 1.744 7.269 -0.522
H29 0.373 7.090 -1.624
H30 1.579 5.809 -1.507
H31 1.949 5.850 2.039
H32 1.812 4.230 1.342
H33 0.719 4.729 2.628
H34 -0.318 7.882 1.605
H35 -1.506 6.699 2.153
H36 -1.721 7.505 0.600
H37 -3.590 2.448 -2.726
H38 -4.524 3.757 -3.457
H39 -4.657 3.431 -1.726
H40 -1.046 3.838 -4.063
H41 -0.756 5.541 -3.752
H42 -2.176 5.052 -4.690
H43 -3.970 6.362 -1.097
H44 -3.895 6.654 -2.837
H45 -2.542 7.118 -1.800
H46 -3.479 5.497 1.602
H47 -4.595 4.296 2.262
H48 -4.556 4.614 0.525
H49 -1.332 3.888 3.234
H50 -0.987 2.210 2.822
H51 -2.501 2.626 3.634
H52 -4.036 1.542 -0.074
H53 -4.313 1.409 1.665
H54 -2.860 0.712 0.939